Computed, not measured: an isolated ion of composition C7H16N and charge +1 in a non-equilibrium geometry, with the ωB97M-V functional and the def2-TZVPD basis.

Properties
- M (u) = 114.21
- LUMO level (eV) = -3.45
- highest occupied orbital energy (eV) = -12.64
- 2S+1 = 1
- frontier orbital gap (eV) = 9.20
- SMILES string = CC(C)=C(C)[C@@H](C)[NH3+]
- energy relative to the best compared isomer or geometry (same formula, charge and spin) (kcal per mole) = 45.2
- net charge = +1

```
24
C7H16N, DFT the ωB97M-V functional and the def2-TZVPD basis
C -1.38 1.58 1.24
C -1.37 0.30 0.47
C -2.71 -0.24 0.19
C -0.33 -0.25 -0.20
C -0.32 -1.54 -0.95
C 1.28 0.36 -0.05
C 2.08 -0.21 1.14
N 2.03 0.04 -1.29
H -0.39 1.95 1.53
H -1.99 2.33 0.86
H -1.91 1.37 2.10
H -3.03 -0.14 -0.84
H -2.91 -1.26 0.48
H -3.46 0.28 0.65
H 0.44 -2.28 -0.74
H -1.35 -2.05 -0.80
H -0.10 -1.26 -2.01
H 1.13 1.41 0.03
H 2.48 -1.16 0.91
H 1.43 -0.19 2.00
H 2.89 0.67 1.21
H 1.77 -0.96 -1.56
H 3.05 0.04 -1.18
H 1.69 0.69 -2.01
```